[1]
{
  "formula": "C16H26F3NO4S2",
  "method": "ωB97M-V/def2-TZVPD",
  "fmax_ev_per_a": 5.09,
  "charge": 0,
  "orbital_gap_ev": 2.2,
  "elements": ["C", "C", "C", "S", "C", "C", "F", "F", "F", "N", "C", "C", "C", "C", "C", "C", "C", "C", "O", "C", "C", "S", "O", "O", "H", "H", "H", "H", "H", "H", "H", "H", "H", "H", "H", "H", "H", "H", "H", "H", "H", "H", "H", "H", "H", "H", "H", "C", "O", "H", "H", "H"],
  "coordinates": [[0.43296, 0.10938, 1.69224], [-0.59360, -0.50762, 1.42952], [-1.84347, -1.22449, 0.81884], [-2.90304, -1.46087, 2.36544], [-2.77358, 0.36553, 2.63263], [-2.73642, 1.09623, 4.03316], [-2.90456, 0.13378, 5.01552], [-3.61981, 2.14901, 4.12062], [-1.41581, 1.56905, 4.18494], [-2.71512, 0.95967, 1.42817], [-2.71780, 0.01422, 0.24834], [-1.96050, 0.92801, -0.85486], [-1.73462, 0.19364, -2.24677], [-0.53374, -0.86037, -2.27849], [0.82222, -0.36756, -1.59516], [2.12231, -0.59690, -2.52575], [3.38102, -0.44438, -1.52325], [4.71569, -0.00582, -2.26770], [5.82779, 0.07818, -1.36217], [5.77886, 1.31217, -0.62050], [-4.22044, -0.26710, -0.21030], [-5.38385, 1.07295, 0.35586], [-6.62039, 1.10934, -0.45094], [-5.75477, 0.92241, 1.78044], [1.19560, 0.91676, 1.88086], [-1.68552, -2.11249, 0.14785], [-2.65897, 1.97355, 1.26224], [-2.69324, 1.78918, -1.05909], [-1.03006, 1.41274, -0.43262], [-2.67458, -0.29078, -2.67051], [-1.46331, 1.01459, -2.99730], [-0.92106, -1.83162, -1.84355], [-0.29940, -1.04785, -3.38188], [0.99914, -1.04847, -0.69597], [0.79070, 0.72840, -1.32075], [2.05522, -1.69312, -2.84059], [2.16758, 0.11944, -3.39817], [3.08433, 0.39064, -0.79792], [3.50934, -1.36809, -0.86193], [4.96978, -0.78514, -3.05085], [4.53775, 0.98248, -2.80646], [5.45208, 2.20207, -1.26488], [6.80589, 1.54147, -0.19655], [5.01646, 1.23689, 0.22470], [-4.33871, -0.29589, -1.34508], [-4.64911, -1.24803, 0.16393], [-4.77705, 2.32615, 0.20779], [2.80818, -2.24564, 2.55462], [3.41721, -2.19560, 1.37425], [2.64704, -3.25025, 3.00330], [3.29339, -1.71124, 3.40072], [1.77456, -1.82456, 2.60726]],
  "forces_ev_per_a": [[-1.5, 0.4, -0.2], [1.3, -0.7, -1.6], [0.4, 3.1, 1.5], [0.7, 1.6, 1.1], [-0.8, -0.9, -1.6], [1.4, -0.6, 0.2], [-0.3, 2.2, -1.7], [1.7, -2.2, 0.0], [-2.7, -0.4, -0.3], [-0.8, -0.9, 1.9], [1.4, 1.6, -1.3], [-1.4, -0.4, -0.7], [1.0, 0.5, -0.5], [-0.2, 0.5, -0.6], [0.4, -1.1, -0.7], [-0.1, -0.8, 1.8], [-0.4, 0.7, -0.2], [-0.9, -0.9, 0.0], [-0.6, 1.5, -0.5], [-0.3, 0.4, 0.5], [0.2, -0.2, -0.6], [-4.8, -0.3, 1.6], [2.9, -0.2, -0.1], [2.2, 0.1, -1.7], [-1.0, -1.8, -0.1], [-0.3, 1.0, 1.0], [0.2, -0.7, 0.4], [0.9, -1.0, 0.3], [-1.0, -1.0, -0.4], [1.0, 0.6, 0.8], [-0.4, -1.0, 1.0], [0.7, 0.9, -0.5], [-0.5, 0.1, 1.4], [-0.1, 1.4, -0.9], [-0.1, -1.2, 0.0], [0.2, 1.6, -0.1], [-0.1, -0.9, 0.8], [0.5, -1.0, -0.8], [-0.1, 1.2, -0.9], [-0.1, 0.9, 0.9], [0.3, -1.0, 0.6], [0.5, -1.2, 0.6], [-1.3, -0.5, -0.5], [1.1, 0.0, -0.9], [0.4, 0.2, 1.5], [0.3, 1.4, -0.1], [0.2, -1.1, -0.2], [-0.5, 0.3, 0.7], [-0.1, 0.1, -0.4], [0.1, -0.5, -0.2], [0.5, 0.1, 0.0], [-0.3, 0.0, -0.3]],
  "nbo_charge": [-0.100, -0.149, -0.362, 0.372, 0.195, 0.944, -0.289, -0.284, -0.306, -0.568, 0.155, -0.425, -0.416, -0.410, -0.424, -0.404, -0.449, -0.060, -0.535, -0.263, -0.676, 1.910, -0.899, -0.925, 0.277, 0.308, 0.449, 0.200, 0.256, 0.207, 0.227, 0.185, 0.226, 0.241, 0.189, 0.206, 0.196, 0.178, 0.292, 0.185, 0.150, 0.156, 0.196, 0.179, 0.283, 0.292, 0.017, -0.205, -0.813, 0.121, 0.097, 0.073]
}

***

[2]
{
  "formula": "C16H26HfN4O4Se2",
  "method": "ωB97M-V/def2-TZVPD",
  "fmax_ev_per_a": 0.52,
  "charge": 2,
  "orbital_gap_ev": 9.0,
  "elements": ["Hf", "N", "C", "C", "O", "N", "C", "C", "O", "O", "H", "H", "H", "H", "H", "H", "C", "Se", "C", "C", "Se", "C", "H", "H", "H", "H", "H", "H", "H", "H", "H", "H", "C", "C", "O", "N", "C", "C", "C", "C", "C", "C", "N", "H", "H", "H", "H", "H", "H", "H", "H", "H", "H"],
  "coordinates": [[-0.06616, -0.21575, -0.07696], [-1.92432, -1.25008, -1.07457], [-1.75535, -2.72194, -1.24033], [-0.27504, -3.07688, -1.29166], [0.10891, -4.04209, -1.90900], [0.50319, -2.18972, -0.59346], [1.94366, -2.47628, -0.59210], [2.65218, -1.16041, -0.32763], [3.71786, -0.84334, -0.74649], [1.86195, -0.31387, 0.41371], [-2.79040, -1.06006, -0.57401], [-2.06598, -0.82926, -1.99161], [-2.24963, -3.08529, -2.13816], [-2.20667, -3.23089, -0.38759], [2.27414, -2.89949, -1.54048], [2.21648, -3.20329, 0.17894], [1.76794, 1.22312, 3.08840], [0.13557, 1.71311, 2.15803], [-1.18639, 1.03258, 3.42468], [-1.04353, -0.43847, 3.74110], [-1.30093, -1.57577, 2.16663], [0.02916, -2.94127, 2.56050], [1.74193, 1.66523, 4.08061], [2.58564, 1.64430, 2.51030], [1.87773, 0.14441, 3.12427], [-2.15763, 1.26872, 2.99000], [-1.07420, 1.62511, 4.33207], [-1.80196, -0.73786, 4.46281], [-0.06343, -0.68528, 4.14356], [1.02076, -2.49853, 2.58015], [-0.04017, -3.68723, 1.77377], [-0.22986, -3.38509, 3.51743], [-2.53595, 3.41768, -1.23765], [-1.26371, 2.66031, -1.08457], [-1.28030, 1.47276, -0.64535], [-0.12535, 3.22833, -1.43373], [1.18185, 2.56788, -1.36223], [1.37417, 1.51684, -2.42913], [2.09733, 1.81254, -3.56697], [2.25138, 0.84476, -4.54898], [1.66181, -0.39079, -4.35623], [0.96513, -0.62079, -3.18672], [0.81648, 0.30492, -2.22217], [-3.20159, 3.19608, -0.40664], [-3.02865, 3.08593, -2.15472], [-2.37242, 4.49099, -1.30285], [-0.15951, 4.17245, -1.78933], [1.32378, 2.14047, -0.36683], [1.94110, 3.33822, -1.46776], [2.54698, 2.79001, -3.67800], [2.82452, 1.05424, -5.44209], [1.75146, -1.18137, -5.08744], [0.52766, -1.59169, -3.00601]],
  "forces_ev_per_a": [[0.3, -0.3, 0.3], [-0.1, -0.1, -0.1], [0.0, 0.0, 0.0], [-0.2, 0.1, 0.0], [0.1, 0.0, 0.1], [0.1, 0.0, -0.1], [-0.2, 0.0, 0.1], [0.0, 0.0, 0.0], [0.1, 0.1, 0.1], [-0.1, 0.0, -0.2], [0.0, 0.0, 0.0], [0.0, 0.0, 0.0], [0.0, 0.0, 0.0], [0.0, 0.0, 0.0], [0.0, 0.0, 0.0], [0.0, 0.0, 0.0], [0.0, 0.0, 0.0], [0.0, -0.1, 0.0], [0.1, 0.0, 0.0], [-0.1, -0.1, 0.0], [0.0, 0.1, 0.0], [0.0, 0.0, 0.0], [0.0, 0.0, 0.0], [0.0, 0.0, 0.0], [0.0, 0.0, 0.0], [0.0, 0.0, 0.0], [0.0, 0.0, 0.0], [0.0, 0.0, 0.0], [0.0, 0.0, 0.0], [0.0, 0.0, 0.0], [0.0, 0.0, 0.0], [0.0, 0.0, 0.0], [0.0, 0.1, 0.0], [0.0, 0.0, 0.0], [0.0, 0.1, 0.0], [0.0, 0.0, 0.0], [0.0, -0.1, 0.0], [0.0, 0.1, 0.0], [0.0, 0.0, 0.0], [0.0, 0.0, 0.0], [0.0, 0.0, 0.0], [0.0, 0.0, 0.1], [0.0, 0.0, -0.1], [0.0, 0.0, 0.0], [0.0, 0.0, 0.0], [0.0, 0.0, 0.0], [0.0, 0.0, 0.0], [0.0, 0.0, 0.0], [0.0, 0.0, 0.0], [0.0, 0.0, 0.0], [0.0, 0.0, 0.0], [0.0, 0.0, 0.0], [0.0, 0.0, 0.0]],
  "nbo_charge": [2.119, -0.902, -0.321, 0.645, -0.556, -0.868, -0.349, 0.795, -0.509, -0.913, 0.419, 0.414, 0.250, 0.239, 0.257, 0.242, -0.755, 0.381, -0.561, -0.554, 0.368, -0.737, 0.252, 0.263, 0.233, 0.244, 0.267, 0.266, 0.241, 0.235, 0.255, 0.257, -0.704, 0.752, -0.785, -0.529, -0.260, 0.212, -0.213, -0.092, -0.207, 0.069, -0.579, 0.265, 0.274, 0.253, 0.438, 0.233, 0.265, 0.246, 0.257, 0.261, 0.226]
}

***

[3]
{
  "formula": "C16H26IO5P2Ru",
  "method": "ωB97M-V/def2-TZVPD",
  "s_squared": 8.789,
  "fmax_ev_per_a": 10.47,
  "charge": 2,
  "orbital_gap_ev": [7.1, 3.6],
  "spin_multiplicity": 6,
  "elements": ["C", "C", "H", "H", "H", "O", "I", "Ru", "P", "C", "C", "H", "H", "H", "H", "H", "H", "C", "H", "H", "H", "P", "C", "C", "H", "H", "H", "C", "H", "H", "H", "H", "H", "H", "C", "O", "O", "C", "C", "C", "C", "C", "C", "C", "O", "O", "H", "H", "H", "H", "H"],
  "coordinates": [[-0.00607, 0.43697, -8.31339], [0.00053, 1.15487, -6.99279], [-0.00257, 1.16887, -9.12519], [-0.89187, -0.20203, -8.36719], [0.87193, -0.21253, -8.36959], [0.01183, 2.32337, -6.79139], [-0.01307, -0.29223, -5.28189], [-0.00567, 0.45787, -0.43959], [2.30613, 0.31277, -0.51899], [3.27173, 1.61567, 0.33391], [2.96993, -1.24113, 0.18821], [4.05533, -1.30483, 0.05401], [4.07153, 0.16487, -2.21199], [2.47943, -2.07833, -0.31479], [2.49633, -0.47383, -2.78509], [3.00723, 1.62677, 1.39481], [2.72843, -1.28363, 1.25361], [2.98743, 0.32217, -2.21939], [4.34753, 1.44027, 0.22871], [2.75853, 1.28017, -2.69359], [3.01913, 2.59077, -0.09139], [-2.31997, 0.35587, -0.51599], [-3.26017, 1.67797, 0.33561], [-3.00287, 0.37467, -2.21559], [-2.53867, -2.03123, -0.30829], [-4.09837, -1.22713, 0.06331], [-2.76847, -1.22993, 1.25981], [-3.01177, -1.18413, 0.19491], [-2.52547, -0.42973, -2.78079], [-4.08947, 0.23517, -2.20679], [-4.33907, 1.52407, 0.22991], [-2.98797, 2.64777, -0.08989], [-2.75887, 1.32847, -2.69109], [-2.99617, 1.68437, 1.39671], [0.00963, 1.98417, 0.55271], [0.01973, 2.96567, 1.19041], [-0.87537, 1.03567, 3.97141], [-0.38157, -0.12423, 4.46131], [-0.32667, -0.21813, 5.85631], [0.13623, -1.37263, 6.47801], [0.54743, -2.45763, 5.71031], [0.50563, -2.39103, 4.31411], [0.05423, -1.22923, 3.65541], [0.08333, -1.20703, 2.15781], [0.34253, -2.28773, 1.45801], [-0.06967, -0.05963, 1.55491], [-1.08687, 1.23377, 3.05621], [-0.65217, 0.61797, 6.46471], [0.17243, -1.42133, 7.55921], [0.90753, -3.35203, 6.20051], [0.84703, -3.24983, 3.74981]],
  "forces_ev_per_a": [[0.0, -0.1, 0.2], [0.0, 1.5, -0.3], [0.0, -0.1, 0.2], [0.1, 0.1, 0.0], [-0.1, 0.1, 0.0], [0.0, -1.6, 0.1], [0.0, 0.1, 0.1], [0.0, -4.1, -2.1], [3.3, -0.6, -0.9], [-0.5, 0.0, 0.0], [-0.3, 0.1, 0.0], [-0.2, 0.2, 0.0], [-0.2, 0.0, 0.1], [0.1, 0.0, 0.2], [0.1, 0.1, 0.0], [0.1, 0.0, 0.0], [0.1, -0.1, -0.2], [-0.2, 0.0, 0.1], [-0.2, -0.1, 0.0], [0.0, -0.1, 0.0], [0.1, -0.1, 0.0], [-3.2, -0.5, -1.1], [0.4, 0.0, -0.1], [0.2, 0.0, 0.2], [-0.1, 0.0, 0.1], [0.2, 0.1, 0.0], [-0.1, -0.1, -0.1], [0.4, 0.1, 0.0], [-0.1, 0.1, 0.0], [0.2, 0.0, 0.1], [0.2, 0.0, 0.0], [-0.1, -0.1, 0.0], [0.0, -0.1, 0.0], [-0.1, 0.0, 0.0], [0.2, 9.4, 4.5], [-0.1, -3.6, -2.1], [0.6, -1.2, 2.7], [-0.8, 1.5, -2.7], [0.4, -0.6, 2.0], [-0.5, 1.3, -0.1], [0.0, -0.1, 0.4], [-0.5, 1.3, -1.5], [0.5, -1.6, 0.2], [1.5, -4.6, -3.8], [-1.3, 4.6, 3.6], [-0.4, -0.5, 1.8], [0.6, -1.0, -0.8], [0.0, 0.0, -0.2], [0.0, 0.0, -0.1], [0.0, -0.1, -0.1], [-0.1, 0.2, -0.3]],
  "mulliken_spin": [-0.001, 0.001, 0.000, 0.000, 0.000, 0.001, 0.011, 4.042, -0.126, -0.007, 0.014, 0.000, 0.002, 0.002, 0.001, 0.003, 0.005, 0.010, -0.001, 0.011, -0.001, -0.136, -0.004, 0.007, 0.002, -0.001, 0.007, 0.017, 0.003, 0.002, 0.000, -0.003, 0.012, 0.001, -0.004, 0.058, 0.188, 0.258, 0.125, 0.004, 0.248, 0.075, 0.080, 0.028, 0.065, 0.006, -0.018, -0.003, 0.006, -0.002, 0.012]
}

***

[4]
{
  "formula": "C16H26N10O2TeZr",
  "method": "ωB97M-V/def2-TZVPD",
  "fmax_ev_per_a": 0.55,
  "charge": 2,
  "orbital_gap_ev": 7.4,
  "elements": ["Zr", "C", "C", "N", "C", "C", "N", "C", "C", "N", "C", "C", "N", "C", "C", "C", "C", "C", "C", "C", "N", "H", "H", "H", "H", "H", "H", "H", "H", "H", "H", "H", "H", "H", "H", "H", "H", "H", "H", "H", "H", "H", "H", "H", "O", "O", "N", "N", "N", "C", "N", "N", "H", "H", "H", "Te"],
  "coordinates": [[0.00126, 0.15879, -0.33329], [2.03368, -3.46493, 1.64300], [1.18041, -2.47672, 0.92476], [1.34712, -1.20849, 0.96390], [2.20197, -0.51996, 1.93659], [1.58279, 0.86824, 2.23698], [0.11677, 0.83936, 1.98912], [-0.61292, 2.10798, 2.21420], [-0.43791, 3.09393, 1.06482], [-0.56395, 2.47065, -0.28433], [-1.88877, 2.54857, -0.95716], [-2.91502, 1.67150, -0.26593], [-2.39945, 0.28791, 0.00685], [-2.97203, -0.84548, -0.66627], [-3.94253, -0.68229, -1.79574], [-2.06501, -2.05631, -0.65373], [-2.40367, -3.30027, -1.18695], [-1.52132, -4.34668, -1.01053], [-0.32598, -4.16442, -0.30642], [-0.04079, -2.90186, 0.15704], [-0.91526, -1.89659, -0.01944], [3.08469, -3.29660, 1.40797], [1.77268, -4.48934, 1.39739], [1.91080, -3.34407, 2.72282], [3.21032, -0.38954, 1.54229], [2.27132, -1.11206, 2.85051], [2.02196, 1.62763, 1.59202], [1.79978, 1.15655, 3.26779], [-0.29291, 0.13427, 2.59673], [-0.30214, 2.58601, 3.14710], [-1.66295, 1.83490, 2.32576], [0.55553, 3.54231, 1.10576], [-1.15458, 3.91107, 1.17708], [0.09014, 2.95713, -0.88782], [-1.73498, 2.24258, -1.99156], [-2.26548, 3.57524, -0.95550], [-3.84133, 1.65326, -0.83588], [-3.16456, 2.10697, 0.69927], [-4.75908, -0.01216, -1.54419], [-4.38221, -1.63983, -2.06073], [-3.40187, -0.30135, -2.66713], [-3.33413, -3.45350, -1.71247], [-1.75980, -5.32181, -1.41340], [0.35628, -4.98959, -0.16554], [0.53740, -0.79909, -1.97074], [-0.57455, 0.17153, -2.19589], [5.28721, 2.38051, -1.14379], [4.00387, 1.91081, -1.38890], [3.46587, 1.95702, -2.58531], [2.23014, 1.55838, -2.33449], [2.06017, 1.28691, -1.03217], [3.22756, 1.51134, -0.43899], [5.78183, 2.36646, -2.03183], [5.72786, 1.75939, -0.47193], [1.46890, 1.42142, -3.08475], [-3.69312, -0.68566, 1.42309]],
  "forces_ev_per_a": [[0.1, 0.3, 0.5], [-0.1, 0.0, 0.0], [-0.1, 0.0, -0.1], [0.0, 0.1, 0.0], [-0.1, -0.1, -0.1], [-0.1, 0.0, 0.1], [0.1, 0.1, -0.1], [0.0, -0.1, 0.0], [0.0, 0.0, -0.2], [-0.1, -0.1, 0.1], [0.0, 0.0, 0.1], [-0.1, -0.2, 0.1], [0.0, 0.0, -0.1], [0.0, 0.0, 0.4], [0.0, 0.0, 0.0], [-0.2, 0.0, -0.1], [0.0, 0.0, 0.0], [0.0, 0.0, 0.0], [0.0, 0.0, -0.1], [0.0, 0.0, 0.1], [0.1, 0.2, 0.1], [0.0, 0.0, 0.0], [0.0, 0.0, 0.0], [0.0, 0.0, 0.0], [0.0, 0.0, 0.0], [0.0, 0.0, 0.0], [0.0, 0.0, 0.0], [0.0, 0.0, 0.0], [-0.1, 0.0, 0.0], [0.0, 0.0, 0.0], [0.0, 0.0, 0.0], [0.0, 0.0, 0.0], [0.0, 0.0, 0.0], [0.0, -0.1, -0.1], [0.0, 0.0, 0.0], [0.0, 0.0, 0.0], [0.0, 0.0, 0.0], [0.0, 0.0, 0.0], [0.0, 0.0, 0.0], [0.0, 0.0, 0.0], [0.0, 0.0, 0.0], [0.0, 0.0, 0.0], [0.0, 0.0, 0.0], [0.0, 0.0, 0.0], [-0.2, 0.2, -0.4], [0.3, -0.3, -0.3], [-0.3, -0.3, -0.1], [0.4, 0.0, 0.0], [-0.1, 0.1, 0.1], [0.0, -0.1, -0.1], [0.1, -0.1, 0.1], [-0.2, 0.2, 0.0], [0.0, 0.0, 0.0], [0.0, 0.1, 0.0], [0.0, 0.0, 0.0], [0.1, 0.0, -0.1]],
  "nbo_charge": [2.289, -0.702, 0.413, -0.556, -0.255, -0.240, -0.696, -0.228, -0.244, -0.695, -0.236, -0.250, -0.714, 0.111, -0.680, 0.218, -0.201, -0.097, -0.186, 0.166, -0.548, 0.262, 0.252, 0.264, 0.248, 0.220, 0.227, 0.227, 0.408, 0.228, 0.214, 0.226, 0.231, 0.415, 0.245, 0.228, 0.240, 0.218, 0.247, 0.251, 0.262, 0.249, 0.255, 0.249, -0.600, -0.640, -0.575, 0.201, -0.223, 0.176, -0.409, -0.061, 0.409, 0.393, 0.267, 0.529]
}